A 4-piece molecular cluster, C23H50Br2O17P3 overall in a non-equilibrium geometry, computed with ωB97M-V/def2-TZVPD.

Values from the calculation:
- Total charge: -1
- HOMO level: -5.19 eV
- Energy above the lowest of the compared OMol25 structures with the same formula, charge and spin: 0.0 kcal/mol
- Electronic energy: -227424.5226 eV
- Kohn-Sham gap: 5.61 eV

Bonds (Å) are listed after each position.
Element x y z (Å)
1 C 3.47 4.59 -0.28  C2 1.545, H13 1.091, H14 1.099, H15 1.099
2 C 3.12 5.68 -1.32  C1 1.545, Br3 1.951, C4 1.567, H16 1.089
3 Br 1.93 4.99 -2.70  C2 1.951
4 C 2.48 6.88 -0.54  C2 1.567, Br5 1.991, O6 1.394, H17 1.090
5 Br 3.35 8.54 -1.22  C4 1.991
6 O 1.12 7.06 -0.75  C4 1.394, C7 1.370
7 C 0.39 6.79 0.38  O6 1.370, O8 1.203, O9 1.332
8 O 0.66 7.23 1.46  C7 1.203
9 O -0.70 6.03 0.26  C7 1.332, C10 1.457
10 C -0.94 5.51 -1.08  O9 1.457, O11 1.238, O12 1.222
11 O -0.87 4.28 -1.17  C10 1.238
12 O -1.24 6.26 -2.00  C10 1.222
13 H 3.84 3.71 -0.81  C1 1.091
14 H 2.57 4.37 0.30  C1 1.099
15 H 4.20 5.00 0.44  C1 1.099
16 H 4.02 6.03 -1.84  C2 1.089
17 H 2.76 6.78 0.51  C4 1.090
18 O 1.94 -2.41 -0.21  P19 1.495
19 P 2.62 -1.23 0.40  O18 1.495, O20 1.633, O23 1.641, O26 1.674
20 O 2.36 -0.04 -0.68  P19 1.633, C21 1.429
21 C 1.03 0.37 -1.00  O20 1.429, C22 1.515, H29 1.094, H30 1.091
22 C 0.39 1.16 0.12  C21 1.515, H31 1.098, H32 1.090, H33 1.090
23 O 4.19 -1.60 0.06  P19 1.641, C24 1.423
24 C 4.56 -2.91 -0.36  O23 1.423, C25 1.517, H34 1.090, H35 1.093
25 C 4.54 -3.03 -1.87  C24 1.517, H36 1.089, H37 1.092, H38 1.092
26 O 3.21 -0.13 1.51  P19 1.674, C27 1.427
27 C 2.56 0.10 2.76  O26 1.427, C28 1.507, H39 1.093, H40 1.092
28 C 1.97 -1.13 3.40  C27 1.507, H41 1.097, H42 1.090, H43 1.092
29 H 0.40 -0.49 -1.26  C21 1.094
30 H 1.10 1.00 -1.89  C21 1.091
31 H 0.18 0.50 0.97  C22 1.098
32 H -0.55 1.61 -0.20  C22 1.090
33 H 1.06 1.95 0.46  C22 1.090
34 H 3.93 -3.66 0.10  C24 1.090
35 H 5.58 -3.08 0.00  C24 1.093
36 H 3.61 -2.65 -2.30  C25 1.089
37 H 4.68 -4.06 -2.18  C25 1.092
38 H 5.35 -2.43 -2.31  C25 1.092
39 H 1.79 0.87 2.62  C27 1.093
40 H 3.31 0.52 3.43  C27 1.092
41 H 1.18 -1.56 2.78  C28 1.097
42 H 1.54 -0.88 4.37  C28 1.090
43 H 2.73 -1.90 3.54  C28 1.092
44 O -4.38 -1.73 5.91  P45 1.499
45 P -3.11 -2.46 6.22  O44 1.499, O46 1.660, O49 1.639, O52 1.680
46 O -2.47 -1.31 7.24  P45 1.660, C47 1.418
47 C -3.17 -0.96 8.43  O46 1.418, C48 1.519, H55 1.094, H56 1.091
48 C -3.04 -2.04 9.49  C47 1.519, H57 1.095, H58 1.091, H59 1.091
49 O -2.23 -2.12 4.88  P45 1.639, C50 1.428
50 C -2.87 -1.71 3.67  O49 1.428, C51 1.518, H60 1.090, H61 1.092
51 C -2.98 -0.20 3.59  C50 1.518, H62 1.090, H63 1.091, H64 1.091
52 O -1.87 -3.48 6.70  P45 1.680, C53 1.430
53 C -2.15 -4.71 7.37  O52 1.430, C54 1.514, H65 1.094, H66 1.092
54 C -3.41 -5.40 6.87  C53 1.514, H67 1.097, H68 1.090, H69 1.092
55 H -4.22 -0.76 8.21  C47 1.094
56 H -2.72 -0.04 8.79  C47 1.091
57 H -3.60 -2.93 9.21  C48 1.095
58 H -3.44 -1.69 10.45  C48 1.091
59 H -2.00 -2.32 9.63  C48 1.091
60 H -3.85 -2.19 3.57  C50 1.090
61 H -2.27 -2.07 2.84  C50 1.092
62 H -3.39 0.23 4.51  C51 1.090
63 H -3.61 0.10 2.75  C51 1.091
64 H -2.00 0.25 3.46  C51 1.091
65 H -2.21 -4.53 8.45  C53 1.094
66 H -1.29 -5.37 7.21  C53 1.092
67 H -4.30 -4.79 7.07  C54 1.097
68 H -3.54 -6.36 7.38  C54 1.090
69 H -3.35 -5.57 5.80  C54 1.092
70 O 0.32 -0.16 -7.89  P71 1.493
71 P -0.74 -0.37 -6.86  O70 1.493, O72 1.647, O75 1.641, O78 1.663
72 O -0.38 -1.86 -6.26  P71 1.647, C73 1.422
73 C 0.89 -2.05 -5.63  O72 1.422, C74 1.514, H81 1.094, H82 1.091
74 C 0.92 -1.39 -4.27  C73 1.514, H83 1.095, H84 1.091, H85 1.090
75 O -2.01 -0.76 -7.83  P71 1.641, C76 1.422
76 C -1.96 -0.53 -9.23  O75 1.422, C77 1.517, H86 1.090, H87 1.093
77 C -1.43 -1.74 -9.97  C76 1.517, H88 1.090, H89 1.092, H90 1.092
78 O -1.85 -0.05 -5.66  P71 1.663, C79 1.441
79 C -1.65 1.04 -4.74  O78 1.441, C80 1.512, H91 1.093, H92 1.091
80 C -1.02 2.26 -5.37  C79 1.512, H93 1.098, H94 1.091, H95 1.092
81 H 1.69 -1.66 -6.27  C73 1.094
82 H 1.04 -3.12 -5.53  C73 1.091
83 H 0.90 -0.30 -4.37  C74 1.095
84 H 1.82 -1.66 -3.72  C74 1.091
85 H 0.05 -1.69 -3.68  C74 1.090
86 H -1.37 0.36 -9.46  C76 1.090
87 H -2.98 -0.32 -9.56  C76 1.093
88 H -0.51 -2.11 -9.53  C77 1.090
89 H -1.25 -1.51 -11.02  C77 1.092
90 H -2.15 -2.56 -9.92  C77 1.092
91 H -1.06 0.69 -3.89  C79 1.093
92 H -2.64 1.30 -4.36  C79 1.091
93 H 0.00 2.04 -5.72  C80 1.098
94 H -0.95 3.07 -4.64  C80 1.091
95 H -1.60 2.61 -6.23  C80 1.092